# 1
Below is an isolated molecule of C4H9N in a non-equilibrium geometry, with properties calculated with ωB97M-V with the def2-TZVPD basis set.

Structure (XYZ):
```
14
Properties=species:S:1:pos:R:3:mulliken_charge:R:1
C 1.38 -0.04 1.29 -0.9593
C 0.38 -0.23 0.37 0.7299
C 0.51 -1.28 -0.69 -1.3083
N -0.67 0.68 0.30 -0.2231
C -1.38 0.86 -0.94 -0.9524
H 2.42 -0.27 1.04 0.2461
H 1.26 0.35 2.32 0.2428
H 0.51 -0.89 -1.72 0.3086
H 1.28 -1.97 -0.36 0.3862
H -0.39 -1.92 -0.73 0.3455
H -0.75 1.27 1.10 0.2290
H -1.89 0.05 -1.45 0.2761
H -2.22 1.53 -0.63 0.3319
H -0.82 1.48 -1.62 0.3470
```

Computed properties:
Molecular weight = 71.12 g/mol
Kohn-Sham gap = 8.3 eV
SMILES string = C=C(C)NC
LUMO energy = 1.0418 eV
Charge = 0

=====

# 2
Below is a structure of composition C14H23BrF6N2O7PdS2Sb, with properties calculated with ωB97M-V with the def2-TZVPD basis set.

Structure (XYZ):
```
57
Properties=species:S:1:pos:R:3:mulliken_spin:R:1
Pd 0.27 -0.91 -1.03 1.4975
O 6.18 1.20 -0.70 0.1000
C 4.95 0.81 -0.87 0.1842
C 4.61 -0.29 -1.72 0.2984
C 3.22 -0.66 -1.85 0.1301
N 2.29 -0.02 -1.22 0.2528
C 2.65 1.06 -0.40 0.0765
Br 1.21 1.91 0.37 0.1081
C 3.93 1.49 -0.20 -0.0680
H 6.86 0.71 -1.19 -0.0032
H 5.37 -0.85 -2.25 -0.0067
H 2.94 -1.50 -2.46 0.0233
H 4.17 2.33 0.43 0.0003
C -0.73 1.11 -3.22 0.0002
O -0.96 0.64 -1.87 0.1168
C -2.35 0.39 -1.53 -0.0072
C -2.78 -0.91 -2.14 0.0010
O -1.78 -1.86 -1.77 0.0500
C -2.05 -3.15 -2.36 0.0018
H -1.31 2.02 -3.37 0.0037
H -1.02 0.35 -3.94 -0.0018
H 0.33 1.32 -3.30 -0.0001
H -2.94 1.24 -1.87 0.0078
H -2.38 0.33 -0.44 -0.0005
H -2.86 -0.85 -3.23 0.0027
H -3.75 -1.21 -1.74 0.0032
H -3.12 -3.35 -2.29 0.0024
H -1.52 -3.90 -1.80 0.0003
H -1.74 -3.15 -3.40 0.0007
F -0.35 -3.05 3.73 0.0047
C 0.73 -3.37 3.02 -0.0097
F 0.55 -4.52 2.40 0.0007
F 1.78 -3.44 3.81 0.0006
S 1.00 -1.96 1.81 0.0204
O -0.30 -1.44 1.45 0.0370
O 1.89 -1.06 2.49 -0.0074
N 1.73 -2.47 0.46 0.0897
S 1.08 -3.51 -0.55 0.0144
O 1.14 -2.78 -1.85 0.1047
O -0.15 -4.09 -0.15 -0.0026
C 2.32 -4.88 -0.78 -0.0009
F 1.83 -5.69 -1.68 -0.0001
F 2.49 -5.48 0.38 0.0017
F 3.46 -4.35 -1.20 0.0002
C 0.07 -1.13 6.51 0.0713
Sb -0.30 0.19 4.90 0.7063
C -2.13 1.18 5.27 0.0683
C 1.20 1.67 4.96 0.0607
H 0.13 -0.51 7.40 0.0268
H 1.01 -1.66 6.35 -0.0034
H -0.75 -1.84 6.61 -0.0014
H -2.04 1.62 6.26 0.0259
H -2.97 0.48 5.26 -0.0008
H -2.29 1.97 4.53 -0.0010
H 1.24 2.03 5.99 0.0244
H 0.94 2.50 4.31 -0.0029
H 2.16 1.25 4.68 -0.0021
```

Computed properties:
Multiplicity = 5
Molecular weight = 817.55 g/mol
Kohn-Sham gap (alpha / beta) = 7.5 / 4.7 eV
<S²> = 6.02
LUMO energy (alpha / beta) = -9.7308 / -13.7023 eV
Charge = +3

=====

# 3
Below is a structure of composition C47H73GeSb2Se2SiV, with properties calculated with ωB97M-V with the def2-TZVPD basis set.

Structure (XYZ):
```
127
Properties=species:S:1:pos:R:3:mulliken_spin:R:1
V -0.24 0.69 0.36 1.6093
C 0.10 0.19 4.63 0.0059
Se 0.54 1.37 3.15 0.0317
C 2.42 1.61 3.62 -0.0003
C 3.35 0.44 3.33 0.0021
Se 3.66 0.21 1.42 0.0013
C 5.18 -0.99 1.57 0.0004
H 0.21 0.76 5.55 0.0005
H 0.75 -0.67 4.63 -0.0034
H -0.93 -0.11 4.51 0.0006
H 2.38 1.81 4.69 -0.0001
H 2.76 2.52 3.13 -0.0004
H 2.98 -0.48 3.77 -0.0009
H 4.33 0.66 3.77 -0.0001
H 4.88 -1.92 2.05 -0.0001
H 5.99 -0.51 2.12 0.0001
H 5.51 -1.20 0.55 -0.0001
C 0.26 -0.40 -3.74 0.0073
Sb 0.57 1.02 -2.20 -0.0075
C 2.69 1.05 -2.25 0.0081
C 0.20 2.83 -3.33 -0.0189
C 1.42 3.67 -3.48 0.0044
C 2.22 3.51 -4.61 -0.0010
C 3.39 4.23 -4.77 0.0011
C 3.78 5.14 -3.80 -0.0018
C 2.99 5.32 -2.68 0.0015
C 1.81 4.59 -2.49 -0.0037
C 1.00 4.82 -1.26 -0.0005
Sb 1.46 3.49 0.38 -0.0318
C 3.54 3.94 0.46 -0.0023
C 0.78 4.81 1.91 -0.0009
H 0.92 -0.15 -4.57 0.0015
H -0.77 -0.41 -4.07 -0.0010
H 0.53 -1.39 -3.36 0.0013
H 3.00 1.27 -3.27 -0.0021
H 3.04 0.07 -1.95 -0.0031
H 3.10 1.81 -1.58 0.0000
H -0.62 3.37 -2.85 0.0040
H -0.16 2.49 -4.30 -0.0014
H 1.91 2.82 -5.38 0.0002
H 4.00 4.09 -5.66 0.0000
H 4.69 5.72 -3.91 -0.0001
H 3.27 6.05 -1.93 0.0000
H -0.07 4.77 -1.43 -0.0004
H 1.22 5.81 -0.85 -0.0003
H 3.65 5.02 0.55 -0.0004
H 4.03 3.61 -0.45 0.0003
H 4.01 3.44 1.31 0.0001
H 1.58 5.52 2.15 -0.0002
H 0.48 4.28 2.81 0.0002
H -0.08 5.36 1.53 0.0001
C 0.11 -1.06 0.26 -0.3824
Ge 0.55 -2.98 0.02 0.0047
C 1.53 -3.42 1.65 0.0144
C 2.61 -4.29 1.61 -0.0005
C 3.30 -4.62 2.77 -0.0007
C 2.91 -4.09 3.99 -0.0003
C 1.82 -3.23 4.04 -0.0039
C 1.14 -2.89 2.88 -0.0309
C 1.82 -3.15 -1.45 -0.0126
C 3.04 -2.49 -1.32 -0.0004
C 4.01 -2.57 -2.31 -0.0017
C 3.78 -3.33 -3.45 -0.0008
C 2.58 -4.02 -3.58 -0.0005
C 1.62 -3.94 -2.58 -0.0022
C -0.95 -4.19 -0.19 -0.0028
C -1.59 -4.41 -1.41 -0.0012
C -2.64 -5.31 -1.52 -0.0002
C -3.08 -5.99 -0.39 0.0002
C -2.47 -5.77 0.83 -0.0004
C -1.41 -4.89 0.93 -0.0007
H 1.11 -0.63 0.61 -0.1108
H 2.93 -4.72 0.66 -0.0005
H 4.14 -5.30 2.72 0.0000
H 3.44 -4.35 4.89 0.0000
H 1.49 -2.84 5.00 -0.0002
H 0.28 -2.22 2.92 0.0136
H 3.24 -1.91 -0.43 0.0000
H 4.95 -2.05 -2.19 0.0000
H 4.53 -3.40 -4.22 0.0000
H 2.40 -4.64 -4.45 0.0000
H 0.71 -4.51 -2.70 -0.0001
H -1.30 -3.85 -2.29 0.0001
H -3.12 -5.46 -2.47 0.0001
H -3.90 -6.69 -0.47 0.0000
H -2.81 -6.30 1.71 0.0000
H -0.92 -4.75 1.89 -0.0006
C -2.74 -1.05 2.73 0.0108
C -3.44 0.18 2.14 -0.0001
C -4.96 -0.04 2.24 -0.0074
C -3.14 1.37 3.07 -0.0052
Si -2.82 0.51 0.34 -0.0355
C -3.25 2.33 -0.20 -0.0630
C -2.17 3.23 0.40 0.0424
C -4.63 2.84 0.22 -0.0143
C -3.15 2.50 -1.72 -0.0261
C -3.63 -0.75 -0.89 -0.0209
C -3.68 -2.15 -0.28 -0.0060
C -5.07 -0.38 -1.27 -0.0137
C -2.79 -0.86 -2.17 0.0450
H -3.06 -1.19 3.77 0.0008
H -1.65 -0.94 2.72 0.0150
H -2.96 -1.97 2.20 0.0023
H -5.24 -0.16 3.30 -0.0002
H -5.31 -0.93 1.72 0.0001
H -5.53 0.81 1.86 0.0014
H -3.40 1.10 4.10 -0.0001
H -3.71 2.26 2.82 0.0004
H -2.08 1.65 3.08 0.0029
H -2.10 3.19 1.49 -0.0038
H -2.33 4.28 0.11 0.0000
H -1.19 2.96 -0.03 -0.0186
H -4.75 2.88 1.30 -0.0002
H -5.44 2.24 -0.19 0.0021
H -4.77 3.86 -0.15 -0.0008
H -2.21 2.10 -2.12 0.0061
H -3.19 3.56 -1.98 0.0000
H -3.95 2.00 -2.26 0.0006
H -4.38 -2.23 0.54 0.0005
H -2.70 -2.48 0.07 -0.0010
H -4.00 -2.86 -1.05 0.0001
H -5.72 -0.30 -0.39 0.0017
H -5.49 -1.16 -1.90 -0.0002
H -5.15 0.56 -1.82 0.0000
H -1.79 -1.23 -1.95 0.0017
H -2.69 0.09 -2.70 0.0073
H -3.27 -1.56 -2.86 -0.0015
```

Computed properties:
Multiplicity = 2
Molecular weight = 1191.18 g/mol
Kohn-Sham gap (alpha / beta) = 8.0 / 7.9 eV
<S²> = 0.93
LUMO energy (alpha / beta) = -2.5467 / -2.2293 eV
Charge = +1

=====

no.,E (eV)
1,-5782.2967
2,-150204.7410
3,-283764.3324